{
  "formula": "C55H40NO6PRuS2Se3",
  "method": "ωB97M-V with the def2-TZVPD basis set",
  "elements": ["Ru", "Se", "P", "Se", "C", "C", "C", "C", "C", "C", "C", "C", "C", "C", "C", "C", "H", "H", "H", "H", "H", "H", "H", "H", "H", "H", "C", "C", "C", "C", "C", "C", "C", "S", "O", "C", "C", "C", "C", "C", "C", "C", "C", "C", "C", "C", "C", "C", "C", "C", "C", "C", "C", "C", "C", "S", "O", "C", "C", "C", "C", "C", "C", "C", "H", "H", "H", "H", "H", "H", "H", "H", "H", "H", "H", "H", "H", "H", "H", "H", "H", "H", "H", "H", "H", "H", "H", "H", "H", "H", "O", "Se", "O", "O", "O", "N", "C", "C", "C", "C", "C", "C", "C", "C", "C", "H", "H", "H", "H"],
  "coordinates": [[1.20016, -0.33922, -0.13475], [4.18054, -3.21652, 1.23577], [2.97939, -2.43443, 2.81068], [1.44883, -0.83612, 2.48328], [2.29409, -3.72956, 3.89844], [2.46923, -5.06800, 3.58346], [1.98503, -6.04627, 4.44194], [1.33507, -5.68961, 5.61550], [1.14979, -4.34860, 5.92519], [1.62012, -3.36959, 5.06282], [4.14562, -1.61474, 4.01119], [3.71026, -0.62101, 4.88937], [4.58692, -0.01839, 5.78050], [5.92286, -0.39382, 5.80115], [6.36354, -1.38922, 4.94177], [5.48046, -2.00087, 4.06087], [2.96424, -5.33093, 2.65795], [2.11294, -7.09188, 4.19007], [0.96903, -6.45649, 6.28778], [0.63851, -4.06710, 6.83801], [1.44881, -2.32321, 5.28638], [2.68033, -0.29009, 4.85802], [4.22803, 0.75495, 6.44868], [6.61530, 0.08647, 6.48219], [7.40531, -1.68664, 4.94590], [5.82694, -2.77622, 3.39013], [-4.14530, 5.04593, 2.18705], [-3.38116, 4.00933, 1.40560], [-2.80746, 2.91543, 2.04149], [-2.12768, 1.94682, 1.31614], [-2.03845, 2.07312, -0.06011], [-2.56458, 3.17289, -0.71784], [-3.23833, 4.13107, 0.02137], [-1.12933, 0.87235, -1.02434], [-0.86011, 1.56589, -2.31478], [-2.39883, -0.36385, -1.38962], [-3.16021, -0.87216, -0.31037], [-4.02624, -1.89380, -0.50931], [-4.16903, -2.47715, -1.79124], [-5.05305, -3.56269, -2.00444], [-5.18173, -4.12771, -3.23849], [-4.40910, -3.64451, -4.31666], [-3.54112, -2.60704, -4.13740], [-3.40733, -1.97892, -2.87012], [-2.49332, -0.89117, -2.65881], [-1.71404, -0.41000, -3.85872], [-2.40037, 0.31441, -4.88395], [-3.75419, 0.71610, -4.74173], [-4.39839, 1.37907, -5.74644], [-3.72112, 1.68760, -6.94747], [-2.40846, 1.34617, -7.09600], [-1.71044, 0.66360, -6.06671], [-0.34204, 0.30990, -6.21015], [0.30690, -0.34054, -5.20975], [-0.38591, -0.69230, -4.02919], [0.43382, -1.67666, -2.75679], [0.83649, -2.90815, -3.49207], [1.96038, -0.66483, -2.63922], [3.16753, -1.37420, -2.58581], [4.35996, -0.69038, -2.60725], [4.39330, 0.70815, -2.68913], [5.70533, 1.43560, -2.80752], [3.19549, 1.39899, -2.71741], [1.97126, 0.72819, -2.69089], [-4.06988, 4.86557, 3.25872], [-5.20097, 5.03106, 1.90946], [-3.76678, 6.04836, 1.98025], [-2.87949, 2.82148, 3.11906], [-1.65235, 1.10973, 1.81885], [-2.42760, 3.26463, -1.78793], [-3.65524, 4.99599, -0.48262], [-3.03490, -0.45000, 0.67543], [-4.59771, -2.29764, 0.31768], [-5.62520, -3.93466, -1.16241], [-5.86110, -4.95695, -3.39057], [-4.49692, -4.11095, -5.29010], [-2.93776, -2.26369, -4.96588], [-4.27167, 0.49228, -3.81769], [-5.43369, 1.67293, -5.62412], [-4.24405, 2.20589, -7.74164], [-1.87080, 1.59528, -8.00430], [0.17182, 0.56460, -7.12997], [1.34859, -0.62291, -5.30630], [3.13709, -2.45434, -2.54063], [5.28880, -1.24751, -2.56666], [6.50270, 0.89467, -2.29716], [5.63921, 2.43964, -2.38878], [5.98921, 1.52934, -3.85879], [3.19861, 2.48177, -2.77114], [1.04765, 1.28305, -2.78001], [-0.79799, -3.91987, -0.76437], [0.14767, -3.02532, 0.18559], [-0.52607, -1.47716, 0.40989], [1.54066, -2.41892, -0.56263], [0.56964, -3.76123, 1.55527], [-1.63900, 6.70522, 5.71465], [-1.09308, 5.99209, 4.99668], [-0.42925, 5.08896, 4.08503], [-0.01594, 5.54395, 2.83510], [0.54549, 4.66235, 1.93024], [0.71088, 3.31619, 2.26253], [0.33454, 2.87806, 3.53648], [-0.23720, 3.75501, 4.43908], [1.20601, 2.36726, 1.31162], [1.62349, 1.55081, 0.50866], [-0.14966, 6.58597, 2.57561], [0.85553, 5.00499, 0.95237], [0.48656, 1.83721, 3.79677], [-0.55436, 3.40938, 5.41451]],
  "forces_ev_per_angstrom": [[-0.6, -2.2, 2.2], [-0.3, 0.1, 0.0], [1.0, 0.2, 0.0], [0.3, 0.5, -0.7], [-0.3, 0.1, 0.0], [-0.1, -0.1, 0.0], [0.0, 0.0, 0.0], [0.0, 0.0, 0.0], [0.0, 0.0, 0.0], [0.0, -0.1, 0.0], [-0.2, 0.2, 0.1], [0.0, 0.0, 0.0], [0.0, 0.0, 0.0], [0.0, 0.0, 0.0], [0.0, 0.0, 0.0], [0.0, -0.1, 0.0], [0.0, 0.0, 0.0], [0.0, 0.0, 0.0], [0.0, 0.0, 0.0], [0.0, 0.0, 0.0], [0.0, 0.0, 0.0], [0.0, 0.0, 0.0], [0.0, 0.0, 0.0], [0.0, 0.0, 0.0], [0.0, 0.0, 0.0], [0.0, 0.0, 0.0], [0.1, 0.0, -0.1], [0.0, 0.0, 0.0], [0.0, -0.1, 0.0], [0.0, -0.1, 0.0], [0.1, -0.3, 0.4], [-0.1, 0.0, 0.0], [0.0, 0.0, 0.0], [0.1, 0.3, -1.0], [-0.2, 0.3, 0.3], [0.1, -0.1, -0.1], [0.1, 0.2, -0.1], [-0.1, -0.1, 0.0], [0.0, 0.0, 0.0], [0.0, 0.1, 0.0], [0.0, 0.0, 0.0], [0.0, 0.0, 0.0], [0.0, 0.0, 0.1], [0.1, 0.0, -0.1], [0.1, 0.2, 0.0], [0.0, 0.0, 0.2], [0.0, 0.1, 0.1], [0.1, 0.0, 0.0], [0.0, 0.0, -0.1], [0.0, 0.0, 0.1], [0.1, 0.0, 0.1], [0.0, 0.0, -0.1], [0.0, 0.0, 0.0], [0.0, -0.1, 0.0], [-0.1, -0.1, 0.1], [0.0, -0.2, -1.4], [0.1, 0.2, 0.3], [-0.2, 0.0, -0.1], [-0.1, -0.1, 0.0], [0.0, 0.1, 0.0], [0.0, 0.0, -0.1], [0.0, -0.1, 0.0], [0.0, 0.0, 0.1], [0.1, -0.1, -0.1], [0.0, 0.0, 0.0], [0.0, 0.0, 0.0], [0.0, 0.0, 0.0], [0.0, 0.0, 0.0], [0.0, 0.0, 0.0], [0.0, 0.0, 0.0], [0.0, 0.0, 0.0], [0.0, 0.0, 0.0], [0.0, 0.0, 0.0], [0.0, 0.0, 0.0], [0.0, 0.0, 0.0], [0.0, 0.0, 0.0], [0.0, 0.0, 0.0], [0.0, 0.0, 0.0], [0.0, 0.0, 0.0], [0.0, 0.0, 0.0], [0.0, 0.0, 0.0], [0.0, 0.0, 0.0], [0.0, 0.0, 0.0], [0.0, 0.0, 0.0], [0.0, 0.0, 0.0], [0.0, 0.0, 0.0], [0.0, 0.0, 0.0], [0.0, 0.0, 0.0], [0.0, 0.0, 0.0], [0.0, 0.0, 0.0], [0.2, 0.6, 0.1], [0.0, -1.4, 0.2], [0.9, 0.8, -0.4], [-0.2, 0.9, 0.1], [-0.3, 0.2, -0.2], [0.0, 0.0, 0.0], [0.2, -0.2, -0.2], [-0.2, 0.1, 0.1], [0.0, 0.0, -0.1], [0.0, 0.1, 0.0], [0.1, -0.1, -0.1], [0.0, 0.0, 0.1], [0.0, -0.1, 0.0], [0.3, 0.7, 0.0], [-0.7, -0.6, 0.0], [0.0, 0.0, 0.0], [0.0, 0.0, 0.0], [0.0, 0.0, 0.0], [0.0, 0.0, 0.0]],
  "mulliken_spin": [0.977, 0.000, 0.003, -0.024, -0.002, -0.001, 0.000, 0.000, -0.001, 0.001, 0.003, 0.000, -0.002, 0.000, 0.000, 0.001, 0.000, 0.000, 0.000, 0.000, 0.004, 0.000, 0.000, 0.000, 0.000, 0.000, 0.000, 0.001, 0.003, 0.005, 0.022, -0.003, 0.001, -0.032, 0.011, 0.012, 0.008, -0.004, 0.005, -0.007, 0.003, -0.002, 0.006, -0.004, -0.002, 0.000, 0.005, 0.000, 0.001, 0.000, 0.001, -0.001, 0.002, -0.002, 0.002, 0.005, 0.003, 0.010, 0.023, -0.005, 0.002, -0.001, 0.007, -0.009, 0.000, 0.000, 0.000, 0.000, 0.002, 0.001, 0.000, 0.000, 0.000, 0.000, 0.000, 0.000, 0.001, 0.000, 0.000, 0.000, 0.000, 0.000, 0.000, 0.000, 0.001, 0.000, 0.000, 0.001, 0.001, -0.002, 0.000, 0.001, -0.035, -0.012, -0.001, 0.000, 0.003, -0.004, -0.002, 0.001, 0.009, 0.001, 0.000, 0.036, -0.026, 0.000, -0.001, -0.002, 0.000],
  "spin_multiplicity": 2,
  "e_above_lowest_kj_mol": 289.4,
  "gap_ev": [5.85, 6.19],
  "e_lumo_ev": [0.80, 1.14],
  "total_charge": -1
}